Formula: C2H4F4N2
Source: the OMol25 dataset
Level of theory: ωB97M-V/def2-TZVPD

Its relative energy (zero: lowest compared OMol25 entry of this formula, charge and spin) is 19.2 kcal/mol.

```
! wB97M-V def2-TZVPD RIJCOSX def2/J DEFGRID3
* xyz 0 3
C 1.41460 1.61702 -0.60708
C -0.87882 -0.54225 -0.16405
N -1.03000 -2.29345 1.48424
N -1.39216 -1.19927 0.92716
F 1.59676 0.64087 0.35290
F 1.12115 1.07411 -1.84956
F -1.26567 0.70888 -0.43590
F -0.23196 -1.07555 -1.17767
H 2.44181 2.25529 -0.60622
H 0.51341 2.28521 -0.37097
H -0.37789 -2.95884 0.92204
H -1.91124 -0.51202 1.52510
*
```

Formula: C2H4FIO
Source: the OMol25 dataset
Level of theory: ωB97M-V/def2-TZVPD

Its relative energy (zero: lowest compared OMol25 entry of this formula, charge and spin) is 60.4 kcal/mol.

```
! wB97M-V def2-TZVPD RIJCOSX def2/J DEFGRID3
* xyz 0 1
C 0.17662 -1.46100 0.90582
C 0.25504 0.83031 0.28865
O -0.01571 -0.08327 1.20834
F -0.00129 1.66290 -3.41517
I -0.53233 2.63288 1.05535
H 0.55798 -1.38275 -0.11856
H -0.92458 -1.89157 0.80011
H 0.78082 -2.00787 1.78077
H -0.29655 1.70037 -2.50531
*
```

Formula: C2H4FN
Source: the OMol25 dataset
Level of theory: ωB97M-V/def2-TZVPD

Its relative energy (zero: lowest compared OMol25 entry of this formula, charge and spin) is 55.3 kcal/mol.

```
! wB97M-V def2-TZVPD RIJCOSX def2/J DEFGRID3
* xyz 0 1
C -0.17162 1.27237 0.23834
C 0.22765 -0.99531 -0.34239
N 0.11339 0.43059 -0.62157
F -0.50283 2.49935 -0.10269
H -0.57500 1.01621 1.73975
H 1.23955 -1.09291 -0.57631
H -0.31189 -1.71019 -1.02729
H -0.01925 -1.42011 0.69215
*
```

Formula: C2H4FN
Source: the OMol25 dataset
Level of theory: ωB97M-V/def2-TZVPD

Its relative energy (zero: lowest compared OMol25 entry of this formula, charge and spin) is 63.8 kcal/mol.

```
! wB97M-V def2-TZVPD RIJCOSX def2/J DEFGRID3
* xyz 0 3
C -0.30899 -0.13528 0.27891
C 0.18141 0.98314 -0.53176
N 0.74044 -1.72377 0.68935
F -0.11997 -2.65365 1.30486
H -1.29700 -0.26873 0.77603
H 0.21746 2.13718 -0.22447
H -0.50475 0.88093 -1.34110
H 1.09140 0.78017 -0.95182
*
```

Formula: C2H4FNO
Source: the OMol25 dataset
Level of theory: ωB97M-V/def2-TZVPD

Its SMILES is [O-][N+]#CF.C. Its relative energy (zero: lowest compared OMol25 entry of this formula, charge and spin) is 122.2 kcal/mol.

```
! wB97M-V def2-TZVPD RIJCOSX def2/J DEFGRID3
* xyz 0 1
C -0.10820 0.33814 0.06577
C -3.54328 -0.85697 0.04907
N -3.85648 0.24368 -0.05103
O -4.60355 1.19060 0.02935
F -2.70263 -1.82307 -0.04687
H -1.12103 0.12287 0.44225
H 0.68344 -0.47594 0.05053
H -0.31259 0.42946 -0.96707
H 0.23612 1.19900 0.51242
*
```

Formula: C2H4FNO
Source: the OMol25 dataset
Level of theory: ωB97M-V/def2-TZVPD

Its SMILES is O/N=C/CF. Its relative energy (zero: lowest compared OMol25 entry of this formula, charge and spin) is 68.8 kcal/mol.

```
! wB97M-V def2-TZVPD RIJCOSX def2/J DEFGRID3
* xyz 0 1
C 0.37619 -0.53547 -0.20326
C -0.43495 -0.99779 1.01189
H 0.85352 1.12785 -2.37675
H 1.10053 -1.11175 -0.77679
H -0.93809 -1.96193 0.65832
H 0.31864 -1.18736 1.83220
N 0.17690 0.65967 -0.60710
O 1.20492 0.97824 -1.51455
F -1.31774 -0.01232 1.35304
*
```

Formula: C2H4FNO2
Source: the OMol25 dataset
Level of theory: ωB97M-V/def2-TZVPD

Its relative energy (zero: lowest compared OMol25 entry of this formula, charge and spin) is 59.2 kcal/mol.

```
! wB97M-V def2-TZVPD RIJCOSX def2/J DEFGRID3
* xyz 0 1
C 1.94455 0.32116 0.22957
C -0.14944 -0.83841 -0.38837
N -1.05279 0.41251 0.12119
O 2.76445 -0.16489 -0.39803
O 1.33873 1.15850 0.76662
F -0.85358 -1.84393 0.37313
H -0.39224 -0.95257 -1.50869
H -0.78220 1.33809 -0.29989
H -1.98931 0.20019 -0.10062
H -0.82816 0.36934 1.20508
*
```

Formula: C2H4FNO3
Source: the OMol25 dataset
Level of theory: ωB97M-V/def2-TZVPD

Its SMILES is O=[N+]([O-])[C@@H](F)CO. Its relative energy (zero: lowest compared OMol25 entry of this formula, charge and spin) is 29.4 kcal/mol.

```
! wB97M-V def2-TZVPD RIJCOSX def2/J DEFGRID3
* xyz 0 1
C -0.12694 -0.20476 -0.38115
C 1.07720 0.53141 0.40833
N 2.40922 -0.27724 0.05600
O 2.47624 -1.42051 0.45451
O 3.22371 0.39007 -0.49567
O -1.39269 -0.13114 0.24515
F 1.35742 1.84854 0.19694
H -0.20156 0.33873 -1.32258
H 0.19310 -1.25507 -0.58171
H 1.01888 0.53946 1.48260
H -1.58686 0.71337 0.64982
*
```

Formula: C2H4FNOS
Source: the OMol25 dataset
Level of theory: ωB97M-V/def2-TZVPD

Its SMILES is O=C(CF)NS. Its relative energy (zero: lowest compared OMol25 entry of this formula, charge and spin) is 2.4 kcal/mol.

```
! wB97M-V def2-TZVPD RIJCOSX def2/J DEFGRID3
* xyz 0 1
C 0.10712 0.82068 0.16345
C 0.11627 -0.20263 1.26957
H 0.26691 -1.65234 -1.98348
H -0.18636 1.19617 -1.84394
H -0.90903 -0.45072 1.66244
H 0.70548 0.34659 2.00031
N -0.21630 0.45971 -1.10142
O 0.35727 1.99618 0.43516
F 0.64965 -1.48785 0.96644
S -0.89102 -1.02578 -1.56853
*
```

Formula: C2H4FeLiO
Source: the OMol25 dataset
Level of theory: ωB97M-V/def2-TZVPD

Its relative energy (zero: lowest compared OMol25 entry of this formula, charge and spin) is 24.4 kcal/mol.

```
! wB97M-V def2-TZVPD RIJCOSX def2/J DEFGRID3
* xyz 2 6
O 1.64512 -0.13863 0.21239
Li 3.11568 -0.99127 0.56202
Fe 1.00179 1.37987 -0.51543
C -1.06163 0.74991 0.02336
C -0.40894 -0.52340 -0.09280
H -1.76933 1.01729 -0.77034
H -1.32209 1.09804 1.03010
H -0.01011 -1.36304 -0.68198
H -1.19049 -1.22875 0.23268
*
```

Formula: C2H4GaO4S
Source: the OMol25 dataset
Level of theory: ωB97M-V/def2-TZVPD

```
! wB97M-V def2-TZVPD RIJCOSX def2/J DEFGRID3
* xyz 1 1
Ga -0.90767 -1.46818 -0.31003
S -1.84522 0.24549 1.42031
O -3.26552 0.65809 1.25873
O -1.73437 -1.31811 1.41096
O -1.12013 0.44834 -0.09614
O 0.62303 -1.13813 -1.16284
C 0.65273 0.72871 -0.30465
C 1.63475 -0.33318 -0.66073
H 0.45886 1.67056 -0.82969
H 1.02513 1.19838 0.61736
H 2.24425 -0.67989 0.18592
H 2.23415 -0.01206 -1.52919
*
```

Formula: C2H4I2S
Source: the OMol25 dataset
Level of theory: ωB97M-V/def2-TZVPD

Its relative energy (zero: lowest compared OMol25 entry of this formula, charge and spin) is 60.3 kcal/mol.

```
! wB97M-V def2-TZVPD RIJCOSX def2/J DEFGRID3
* xyz 0 1
C 0.91761 -1.70482 1.06506
C -1.41126 1.33488 -0.86167
S -0.76437 2.75385 -1.32312
I -3.11905 0.77415 -1.91664
I 1.87453 -0.29053 -0.32488
H -0.06757 -1.52008 0.82970
H 1.22707 -2.78728 0.93030
H 1.32691 -1.35772 1.96095
H 0.01613 2.79754 -0.35970
*
```

Formula: C2H4INO
Source: the OMol25 dataset
Level of theory: ωB97M-V/def2-TZVPD

Its relative energy (zero: lowest compared OMol25 entry of this formula, charge and spin) is 145.0 kcal/mol.

```
! wB97M-V def2-TZVPD RIJCOSX def2/J DEFGRID3
* xyz 0 1
C -0.31481 -1.62663 -1.20549
C 0.39660 1.42186 0.85310
N -0.87729 -0.28045 0.05870
O 0.26999 0.02653 0.61600
I -1.85331 -2.86697 -1.58488
H 0.72484 -1.90828 -1.21938
H -0.45483 1.97381 0.97495
H 0.92880 1.65636 -0.09056
H 1.18001 1.60378 1.59756
*
```

Formula: C2H4INO2
Source: the OMol25 dataset
Level of theory: ωB97M-V/def2-TZVPD

Its relative energy (zero: lowest compared OMol25 entry of this formula, charge and spin) is 117.4 kcal/mol.

```
! wB97M-V def2-TZVPD RIJCOSX def2/J DEFGRID3
* xyz 0 1
C 0.39476 0.43732 -0.08938
C 0.35159 -0.96443 0.13758
N -1.92124 1.04273 0.14923
O -0.60493 1.22489 -0.09364
O 1.57384 0.93702 -0.47108
I -3.00038 -0.63459 0.18189
H 1.44492 -1.09582 0.56757
H -0.38648 -1.23237 0.80549
H 0.36606 -1.64813 -0.78334
H 1.78186 1.93338 -0.40433
*
```

Formula: C2H4INOS
Source: the OMol25 dataset
Level of theory: ωB97M-V/def2-TZVPD

Its SMILES is CO/N=C/SI. Its relative energy (zero: lowest compared OMol25 entry of this formula, charge and spin) is 56.3 kcal/mol.

```
! wB97M-V def2-TZVPD RIJCOSX def2/J DEFGRID3
* xyz 0 1
C 1.07560 1.10274 0.43665
C -1.40161 -0.65791 -0.96722
N 0.15027 0.26217 0.30769
O -0.73391 0.53240 -0.70129
S 2.23174 0.90465 1.70484
I 2.33419 -1.44187 2.29264
H 0.97467 2.03265 -0.15281
H -2.50269 -0.50385 -0.55975
H -0.88229 -1.39044 -0.27493
H -1.24597 -0.84055 -2.08582
*
```

Formula: C2H4IO2PS
Source: the OMol25 dataset
Level of theory: ωB97M-V/def2-TZVPD

Its SMILES is CS(=O)(=O)/P=C/I. Its relative energy (zero: lowest compared OMol25 entry of this formula, charge and spin) is 0.0 kcal/mol.

```
! wB97M-V def2-TZVPD RIJCOSX def2/J DEFGRID3
* xyz 0 1
C -1.60274 -1.28699 -0.36330
C 0.79995 1.30808 0.63671
O 2.13290 0.05757 -1.28245
O 0.99035 -1.22870 0.60615
P -0.79809 -0.34805 -1.71788
S 1.03143 -0.16892 -0.42425
I -3.58058 -1.90435 -0.60795
H -1.31397 -1.20039 0.67981
H 0.94254 1.02408 1.59093
H 1.59071 2.11081 0.26868
H -0.19250 1.63686 0.61356
*
```

Formula: C2H4IOP
Source: the OMol25 dataset
Level of theory: ωB97M-V/def2-TZVPD

Its relative energy (zero: lowest compared OMol25 entry of this formula, charge and spin) is 34.7 kcal/mol.

```
! wB97M-V def2-TZVPD RIJCOSX def2/J DEFGRID3
* xyz 0 1
C -0.34311 -0.58914 -0.37610
C 0.20497 -1.23245 0.83114
O -0.58731 -0.90333 -1.48677
P -0.71052 2.11751 -0.10670
I 1.62706 2.58301 -0.64384
H 1.03484 -0.52305 1.34733
H -0.54574 -1.29598 1.48446
H 0.45189 -2.28125 0.49639
H -1.13208 2.12467 -1.54591
*
```

Formula: C2H4InO3
Source: the OMol25 dataset
Level of theory: ωB97M-V/def2-TZVPD

Its relative energy (zero: lowest compared OMol25 entry of this formula, charge and spin) is 9.7 kcal/mol.

```
! wB97M-V def2-TZVPD RIJCOSX def2/J DEFGRID3
* xyz 1 1
C -1.76795 -0.44103 -0.19476
O -1.84110 0.60440 0.55505
H -2.17020 -1.38696 0.20879
H -1.84529 -0.32118 -1.29044
O 0.23271 -0.80215 0.38766
C 1.35198 -0.09611 -0.13563
O 1.45025 1.15006 0.46240
In -0.14892 0.91569 1.40041
H 1.22646 -0.00389 -1.23706
H 2.25354 -0.71103 0.07118
*
```

Formula: C2H4IrO2
Source: the OMol25 dataset
Level of theory: ωB97M-V/def2-TZVPD

```
! wB97M-V def2-TZVPD RIJCOSX def2/J DEFGRID3
* xyz 3 5
O -0.23700 -1.43072 0.41894
H -0.10913 -2.37383 0.60519
O -0.70086 0.98580 0.00105
Ir -1.92781 -0.34720 0.53540
H -0.83071 1.93126 -0.13749
C 0.60367 0.54140 -0.35949
C 0.86260 -0.85368 -0.06206
H 0.87095 0.75940 -1.40366
H 1.46830 0.78755 0.40212
*
```

Formula: C2H4LaO2
Source: the OMol25 dataset
Level of theory: ωB97M-V/def2-TZVPD

Its relative energy (zero: lowest compared OMol25 entry of this formula, charge and spin) is 30.5 kcal/mol.

```
! wB97M-V def2-TZVPD RIJCOSX def2/J DEFGRID3
* xyz 2 2
H 0.05424 -1.69225 1.64450
C 1.80616 -0.55507 1.17963
C -0.51285 -0.56468 1.78962
O -0.63277 0.63310 1.27161
O 1.31404 -0.94252 -0.01065
H 2.13354 -1.39406 1.81123
H -1.49776 -1.06382 1.80705
La -0.03069 0.84466 -1.02950
H 2.56979 0.22977 1.29431
*
```

Number 1: E -587.36872 Ha. Number 2: E -551.28198 Ha. Number 3: E -233.12304 Ha. Number 4: E -232.94138 Ha. Number 5: E -308.28814 Ha. Number 6: E -308.37325 Ha. Number 7: E -383.62508 Ha. Number 8: E -458.81777 Ha. Number 9: E -706.63561 Ha. Number 10: E -1424.21246 Ha. Number 11: E -2702.11198 Ha. Number 12: E -1072.05132 Ha. Number 13: E -506.04303 Ha. Number 14: E -581.34476 Ha. Number 15: E -904.38288 Ha. Number 16: E -1266.21284 Ha. Number 17: E -792.80734 Ha. Number 18: E -494.02882 Ha. Number 19: E -331.63323 Ha. Number 20: E -259.81453 Ha.